Formula: C23H24N7O4PSTc
Source: OMol25
Level of theory: wB97M-V/def2-TZVPD

Each line ends with the Löwdin spin population.
Geometry (Å):
Tc 0.861 -0.818 0.286  1.7126
S 3.950 -2.915 3.126  0.0285
P -0.610 0.698 -1.000  -0.0082
O 1.377 -2.004 -1.437  0.0642
O 2.918 -2.288 -3.040  0.0055
O 1.091 0.667 1.506  0.1527
O 2.510 2.289 2.176  0.0211
N -2.324 2.802 -0.760  0.0016
N 2.548 0.056 -0.485  -0.0088
N -2.597 1.408 -2.719  0.0000
N -0.741 -2.634 3.777  0.0022
N 2.140 -1.951 1.617  0.0006
N -0.579 -1.809 1.695  0.0567
N -0.738 2.968 -2.601  -0.0010
C 2.230 1.424 1.419  0.0113
C 4.407 -0.003 -1.954  0.0003
C 3.426 -2.186 1.682  0.0297
C 3.068 1.058 0.212  -0.0014
C -2.032 -2.476 3.331  0.1252
C -1.587 1.856 0.067  0.0015
C -1.912 0.216 -2.237  0.0008
C 2.361 -2.931 3.705  0.0707
C 2.429 -1.672 -2.021  0.0090
C -3.242 -2.734 3.923  0.0093
C 4.289 1.611 -0.155  0.0009
C -3.041 -1.731 1.191  0.0273
C 0.092 -2.263 2.792  0.1083
C 3.188 -0.494 -1.527  0.0003
C -3.281 2.155 -1.659  -0.0001
C 0.242 1.976 -2.045  -0.0037
C -1.892 -1.953 1.985  0.1834
C 4.954 1.080 -1.255  -0.0027
C -1.498 3.712 -1.470  0.0002
C -1.785 2.273 -3.501  0.0001
C 1.516 -2.381 2.780  0.0130
C -4.354 -2.486 3.127  0.2641
C -4.243 -2.002 1.759  0.1132
H -2.637 -0.455 -1.781  0.0000
H -2.091 4.478 -1.968  0.0000
H -1.240 1.741 -4.280  0.0000
H -0.227 3.657 -3.159  -0.0001
H -3.913 2.916 -2.115  0.0000
H -2.281 1.282 0.684  0.0000
H 0.762 1.506 -2.881  0.0000
H 0.974 2.522 -1.446  0.0000
H -2.957 -1.410 0.164  -0.0015
H -3.917 1.479 -1.090  0.0000
H -0.749 4.179 -0.833  0.0000
H 4.123 -1.941 0.893  0.0012
H -0.908 2.375 0.746  -0.0002
H -5.344 -2.670 3.528  0.0099
H 4.699 2.428 0.427  0.0002
H -3.338 -3.116 4.931  -0.0023
H -5.157 -1.878 1.193  0.0030
H -1.449 -0.321 -3.067  0.0000
H 5.907 1.490 -1.562  -0.0002
H 2.401 -3.073 -3.304  0.0002
H 4.920 -0.453 -2.795  0.0002
H 2.132 -3.340 4.679  0.0020
H -2.377 3.072 -3.945  0.0000
H -0.473 -2.986 4.689  -0.0007

For the total energy, the calculation gives -65146.506 eV. As for the multiplicity: 4. Its expectation value of S² is 3.79. The max |F| comes out at 0.0070 hartree/bohr. As for the charge: +4.